[1]
{"formula": "C24H45BrO13S", "method": "ωB97M-V/def2-TZVPD", "elements": ["C", "C", "O", "C", "C", "C", "C", "C", "Br", "O", "S", "O", "O", "O", "C", "C", "C", "C", "C", "O", "O", "H", "H", "H", "H", "H", "H", "H", "H", "H", "H", "H", "H", "H", "H", "H", "H", "H", "H", "H", "H", "H", "O", "C", "O", "C", "C", "C", "H", "H", "H", "H", "H", "H", "H", "H", "O", "C", "O", "C", "C", "C", "H", "H", "H", "H", "H", "H", "H", "H", "O", "C", "O", "C", "C", "C", "H", "H", "H", "H", "H", "H", "H", "H"], "positions_angstrom": [[4.7233, -0.8248, 0.3296], [3.7900, -0.7855, -0.8645], [4.6004, -0.5539, -2.0327], [2.7287, 0.3299, -0.7909], [1.2837, -0.1505, -0.5477], [0.7288, -0.9962, -1.6845], [0.6720, -0.3521, -3.0740], [-0.5815, -0.7655, -3.8502], [2.1864, -0.8383, -4.1996], [1.3830, -1.0380, 0.6562], [1.2951, -0.1563, 1.9807], [2.5402, -0.0774, 2.6552], [0.1296, -0.5484, 2.6962], [1.0447, 1.2632, 1.2593], [0.3542, 0.9054, 0.0401], [-0.2117, 2.0533, -0.7675], [-1.5815, 1.6527, -1.3231], [-2.6534, 1.7768, -0.2123], [-3.5397, 0.5704, -0.0732], [-4.7172, 0.6385, 0.0825], [-2.9171, -0.6531, -0.0517], [4.2098, -1.0645, 1.2546], [5.4534, -1.6138, 0.1612], [5.2875, 0.1024, 0.4133], [3.3356, -1.7744, -0.9614], [4.6749, -1.3807, -2.5139], [2.7948, 0.9010, -1.7169], [3.0105, 0.9891, 0.0268], [-0.2994, -1.2525, -1.4186], [1.2624, -1.9427, -1.7324], [0.6905, 0.7312, -3.0109], [-0.8056, -0.0563, -4.6419], [-1.4430, -0.8247, -3.1864], [-0.4492, -1.7565, -4.2792], [-0.5077, 0.3298, 0.4018], [-0.4080, 2.8709, -0.0737], [0.4728, 2.4506, -1.5159], [-1.5776, 0.6363, -1.7028], [-1.8784, 2.2983, -2.1457], [-3.2900, 2.6354, -0.3955], [-2.1694, 1.9258, 0.7553], [-2.6064, -0.8971, -0.9308], [7.6505, -2.3873, 0.9211], [7.3762, -3.4650, 1.3693], [6.3205, -3.5603, 2.2036], [5.7970, -4.8087, 2.6628], [6.5311, -5.3211, 3.8843], [8.2161, -4.6896, 1.0849], [5.7824, -5.5409, 1.8539], [4.7594, -4.5956, 2.9141], [7.5787, -5.5291, 3.6664], [6.0670, -6.2381, 4.2478], [6.5005, -4.5749, 4.6778], [9.0504, -4.7055, 1.7851], [8.6096, -4.5986, 0.0761], [7.6768, -5.6309, 1.1533], [-1.8973, 4.7772, -1.1960], [-1.3991, 5.7822, -0.7612], [-1.3109, 5.9179, 0.5720], [-0.5934, 6.9853, 1.2052], [-1.4398, 8.2317, 1.3514], [-0.9509, 6.9063, -1.6635], [0.3433, 7.1797, 0.6819], [-0.3308, 6.5940, 2.1860], [-1.7313, 8.6373, 0.3824], [-0.8885, 8.9999, 1.8933], [-2.3521, 8.0022, 1.9011], [-1.8141, 7.5311, -1.8896], [-0.5849, 6.4700, -2.5890], [-0.1617, 7.5265, -1.2475], [-9.4292, -3.8557, -1.7399], [-8.8921, -3.3601, -0.7878], [-8.0137, -2.3605, -0.9884], [-7.4483, -1.5912, 0.0823], [-6.2279, -2.2526, 0.6802], [-9.1240, -3.8778, 0.6145], [-8.2070, -1.3666, 0.8335], [-7.1644, -0.6449, -0.3728], [-6.4663, -3.2163, 1.1334], [-5.7860, -1.6092, 1.4389], [-5.4834, -2.4303, -0.0947], [-8.4582, -4.7229, 0.7847], [-10.1518, -4.2252, 0.6772], [-8.9680, -3.1404, 1.3971]], "atomic_forces_ev_per_a": [[0.081, -0.438, -0.173], [0.386, -0.056, -0.231], [-0.122, 0.076, 0.074], [-0.125, -0.002, -0.038], [1.432, -0.135, -0.069], [-0.461, -0.144, 0.197], [-0.541, 0.016, -0.049], [0.087, -0.197, 0.192], [0.155, 0.109, -0.015], [-0.026, 0.217, -0.136], [-0.091, 0.339, 0.386], [0.001, -0.050, -0.124], [0.041, -0.017, -0.155], [-0.002, -0.248, 0.128], [-0.784, -0.525, -0.069], [0.276, 0.313, 0.256], [-0.311, 0.353, 0.318], [0.183, -0.250, -0.426], [-0.063, 0.334, -0.129], [-0.552, -0.011, 0.216], [0.097, -0.364, -0.012], [-0.095, 0.223, 0.122], [0.075, 0.023, 0.004], [-0.131, 0.138, 0.106], [-0.273, 0.050, 0.010], [0.050, 0.045, -0.039], [-0.110, 0.033, -0.059], [-0.051, 0.184, -0.029], [-0.017, -0.115, 0.123], [0.106, -0.013, 0.049], [0.194, 0.068, 0.067], [0.052, -0.035, -0.122], [-0.103, 0.128, 0.015], [-0.025, -0.020, -0.068], [-0.197, 0.030, -0.259], [0.190, 0.127, -0.013], [0.085, -0.155, -0.102], [0.223, -0.063, -0.142], [0.149, 0.067, -0.053], [0.008, 0.075, 0.085], [-0.025, -0.061, 0.094], [0.115, 0.033, 0.067], [0.088, -0.010, -0.045], [0.129, -0.038, 0.136], [-0.127, 0.067, -0.076], [-0.026, -0.140, 0.098], [0.106, 0.076, -0.012], [-0.204, -0.105, -0.221], [0.041, 0.005, -0.004], [0.002, 0.065, -0.016], [-0.014, -0.053, -0.025], [-0.016, 0.001, 0.000], [-0.044, -0.008, 0.013], [0.007, -0.002, 0.019], [0.089, 0.099, 0.040], [0.031, 0.005, 0.108], [0.028, -0.082, -0.082], [-0.159, 0.156, -0.011], [0.105, -0.155, 0.064], [0.040, 0.181, 0.087], [-0.104, -0.046, -0.096], [0.307, -0.099, 0.008], [-0.024, -0.001, -0.042], [-0.031, -0.067, -0.010], [0.056, 0.029, -0.006], [0.011, -0.005, 0.013], [0.020, 0.001, 0.044], [-0.016, 0.012, 0.007], [-0.128, -0.029, -0.039], [-0.085, 0.060, 0.045], [-0.025, -0.017, -0.037], [0.095, -0.119, 0.075], [-0.073, 0.121, -0.089], [0.120, 0.083, 0.117], [-0.017, -0.224, -0.013], [-0.213, 0.224, 0.070], [-0.016, -0.046, -0.004], [-0.002, -0.019, -0.058], [-0.058, 0.040, 0.046], [0.026, 0.032, -0.028], [0.038, 0.079, 0.007], [0.021, -0.006, 0.003], [0.030, -0.110, -0.080], [0.109, -0.040, 0.000]], "gap_ev": 10.16, "e_tot_ha": -4891.7988}

[2]
{"formula": "C6H18ClO3S", "method": "ωB97M-V/def2-TZVPD", "elements": ["Cl", "C", "C", "O", "H", "H", "H", "H", "H", "H", "C", "C", "O", "H", "H", "H", "H", "H", "H", "C", "S", "O", "C", "H", "H", "H", "H", "H", "H"], "positions_angstrom": [[0.8027, -0.6880, -0.9848], [2.1177, 2.3990, 1.1662], [1.2987, 2.9620, 0.0472], [0.0817, 2.2150, -0.0758], [1.5377, 2.3330, 2.1412], [3.0397, 2.9650, 1.3892], [2.3937, 1.4660, 0.9772], [1.7387, 2.6890, -0.7608], [1.2777, 3.9140, 0.3862], [0.1617, 1.4700, -0.5498], [1.6307, -5.4770, 0.5222], [1.4217, -4.1170, -0.2528], [0.9647, -3.1660, 0.7762], [0.7137, -5.8120, 1.1892], [2.6957, -5.5000, 1.1212], [1.7617, -6.2090, 0.0042], [0.6057, -4.4980, -0.9538], [2.2647, -3.7280, -1.0238], [0.8087, -2.3390, 0.4802], [-2.4473, 1.6410, -1.6948], [-3.7503, 1.9620, -0.7168], [-4.4593, 0.6370, -0.4748], [-2.6853, 2.4030, 0.6592], [-1.6003, 0.9590, -1.2188], [-2.1763, 2.5260, -2.1578], [-2.8463, 1.2280, -2.7108], [-2.3163, 1.7470, 1.3042], [-3.2883, 3.2160, 1.1902], [-1.7473, 2.8010, 0.2202]], "atomic_forces_ev_per_a": [[-0.063, 0.386, -0.200], [-0.627, 2.448, 3.096], [-2.093, -3.663, 4.345], [-1.343, 6.295, 3.791], [0.436, 0.357, -1.107], [-0.348, 0.130, -0.248], [1.216, -4.228, -0.917], [3.559, -0.202, -5.609], [-1.501, 3.590, -0.457], [1.424, -4.783, -2.805], [0.644, 8.088, 7.844], [-0.933, -0.526, -0.161], [1.710, -6.470, 0.590], [1.905, 1.417, -0.965], [-2.777, 0.407, -0.662], [1.316, -8.240, -7.009], [0.363, 1.404, 0.598], [-1.528, -0.822, 2.381], [-0.681, 4.580, -2.505], [2.136, -4.198, -3.504], [-2.327, -1.507, 2.215], [0.388, 1.326, 0.013], [-2.040, 5.261, -1.764], [-1.884, 1.409, -1.360], [1.604, 2.269, 0.005], [0.405, -0.387, 1.945], [0.817, -3.634, 2.583], [1.075, -1.012, -0.322], [-0.852, 0.304, 0.190]], "gap_ev": 8.08, "total_charge": -1, "e_tot_ha": -1323.3718, "e_above_lowest_ev": 1.7013}

[3]
{"formula": "C11H15OS", "method": "ωB97M-V/def2-TZVPD", "elements": ["C", "C", "C", "C", "C", "C", "C", "C", "C", "C", "C", "O", "S", "H", "H", "H", "H", "H", "H", "H", "H", "H", "H", "H", "H", "H", "H", "H"], "positions_angstrom": [[2.8396, -3.5529, -0.7428], [3.6588, -2.4468, -0.5110], [1.5611, -3.4373, -0.1923], [3.1100, -1.2280, -0.0346], [1.0348, -2.3393, 0.3956], [1.8011, -1.1233, 0.2914], [-3.0034, 3.2915, 1.5289], [-2.2905, 4.2241, 1.1970], [-3.9463, 2.1294, 1.9136], [-0.4170, -0.1942, -1.9345], [1.2933, 0.2893, 0.5123], [-0.8966, 1.7352, -0.1604], [-0.4016, 0.2223, -0.1464], [3.2649, -4.4032, -1.0946], [4.6162, -2.5139, -0.8715], [0.7977, -4.3122, -0.2391], [3.8309, -0.3901, -0.0337], [-0.0092, -2.1870, 0.7346], [-1.6092, 2.2169, 0.5500], [-1.7230, 4.9601, 0.6808], [-4.4190, 1.7397, 1.0172], [-4.8621, 2.4351, 2.5282], [-3.4989, 1.2989, 2.4390], [0.4312, -0.8947, -2.0246], [-0.2556, 0.6234, -2.5657], [-1.3871, -0.6802, -2.2030], [2.0309, 0.9401, 0.0220], [1.2376, 0.5247, 1.5312]], "atomic_forces_ev_per_a": [[-0.658, 3.753, 2.665], [-2.915, -0.025, 0.040], [-2.444, -3.836, -0.464], [2.613, -0.718, -1.216], [-0.158, 3.678, -0.420], [-0.586, -0.838, 0.956], [-0.403, -0.794, 0.386], [-1.013, -1.853, -0.056], [-0.975, 1.761, 0.136], [0.242, -1.731, 1.201], [0.446, -1.320, -2.005], [-1.404, 1.444, 1.164], [-1.030, 1.047, 0.223], [0.699, -2.513, -1.265], [2.393, 0.207, -0.435], [1.739, 1.232, 0.003], [-0.799, -0.200, 0.064], [0.735, -0.970, -0.150], [1.850, -1.535, -1.629], [0.137, 0.276, 0.260], [0.244, -0.031, -0.355], [1.583, 0.125, -0.622], [0.553, 0.062, 0.140], [-0.504, 0.050, -0.151], [0.326, 1.583, -0.568], [0.819, 0.329, 0.656], [-0.857, 0.256, -0.094], [-0.632, 0.559, 1.538]], "gap_ev": 9.58, "total_charge": 1, "e_tot_ha": -901.1738, "e_above_lowest_ev": 0.9322}

[4]
{"formula": "C30H57BIrO2P2", "method": "ωB97M-V/def2-TZVPD", "elements": ["Ir", "C", "C", "C", "C", "C", "C", "H", "H", "H", "C", "H", "H", "H", "C", "H", "H", "H", "C", "H", "H", "H", "C", "H", "H", "H", "C", "C", "C", "C", "C", "C", "C", "C", "H", "H", "H", "H", "H", "H", "H", "H", "H", "H", "H", "H", "P", "C", "H", "H", "H", "C", "H", "H", "H", "C", "H", "H", "H", "P", "C", "H", "H", "H", "C", "H", "H", "H", "C", "H", "H", "H", "C", "C", "C", "O", "B", "O", "C", "C", "C", "H", "H", "H", "H", "H", "H", "H", "H", "H", "H", "H", "H"], "positions_angstrom": [[0.3230, 0.2699, -0.0333], [2.3381, 1.2159, 0.7478], [1.8462, 2.2928, -0.0878], [0.2696, 1.8520, 1.5557], [1.4089, 1.0338, 1.8235], [0.5708, 2.6728, 0.3922], [3.7790, 0.7329, 0.7436], [4.2386, 0.6417, -0.2653], [3.9534, -0.2416, 1.2391], [4.4420, 1.4463, 1.2869], [1.6866, 0.3579, 3.1197], [2.6242, -0.2179, 3.1319], [0.8782, -0.3249, 3.4209], [1.7743, 1.0962, 3.9375], [-0.8517, 2.1310, 2.5111], [-0.6579, 3.0193, 3.1442], [-1.0271, 1.3058, 3.2092], [-1.8306, 2.3233, 2.0326], [-0.1523, 3.9723, 0.1673], [0.3496, 4.7320, 0.8047], [-1.2070, 3.9846, 0.5072], [-0.1495, 4.4073, -0.8532], [2.8005, 3.1226, -0.8444], [3.4035, 3.6428, -0.0716], [2.3345, 3.9048, -1.4520], [3.5306, 2.5755, -1.4639], [1.0042, 0.0066, -3.8303], [2.1416, 0.6014, -3.5202], [2.9222, 1.4459, -4.5075], [2.2452, 2.8351, -4.7722], [0.9358, 3.0574, -4.0338], [-0.1964, 2.4400, -4.4094], [-0.2398, 1.4500, -5.5502], [0.3920, 0.0583, -5.2133], [3.0239, 0.9074, -5.4696], [2.0364, 2.8867, -5.8555], [3.9518, 1.6033, -4.1318], [1.1508, -0.1815, -5.9790], [0.3498, -0.5274, -3.1002], [2.6107, 0.6099, -2.5037], [-0.3919, -0.7159, -5.2901], [-1.2857, 1.3318, -5.8841], [-1.1741, 2.7659, -4.0136], [0.3095, 1.8684, -6.4107], [2.9552, 3.6582, -4.5677], [0.9104, 3.8812, -3.2938], [1.3419, -1.9331, -0.1107], [1.9296, -2.5072, 1.5354], [2.1630, -3.5807, 1.4463], [1.1837, -2.4291, 2.3314], [2.8424, -1.9971, 1.8662], [0.2860, -3.3269, -0.5833], [0.8170, -4.2648, -0.3432], [0.0661, -3.3348, -1.6590], [-0.6578, -3.3462, -0.0295], [2.8708, -2.3906, -0.9881], [2.7379, -2.4316, -2.0792], [3.1753, -3.4088, -0.6628], [3.7222, -1.7251, -0.7693], [-1.9346, 0.4406, -0.8224], [-2.7510, 2.1063, -0.8780], [-3.6524, 2.0227, -1.5164], [-2.1524, 2.9529, -1.2359], [-3.1257, 2.3780, 0.1325], [-2.6421, -0.6131, -2.1598], [-2.5852, -0.1620, -3.1632], [-3.7210, -0.7883, -1.9522], [-2.1729, -1.6148, -2.1874], [-3.2296, -0.0897, 0.3359], [-4.2118, 0.1977, -0.0659], [-3.1250, 0.3883, 1.3085], [-3.2338, -1.1742, 0.4452], [-0.3610, -2.8326, 4.3117], [-1.4433, -2.8535, 3.2566], [-2.0089, -4.2311, 3.1742], [-0.8903, -2.4444, 1.9520], [-0.9543, -1.0846, 1.7709], [-1.8322, -0.6072, 2.6945], [-2.5067, -1.6904, 3.4557], [-3.8318, -2.0418, 2.8224], [-2.7238, -1.2551, 4.8613], [0.1269, -1.8621, 4.4879], [0.4164, -3.5723, 4.1017], [-0.8125, -3.1297, 5.2617], [-1.2154, -4.9574, 3.0484], [-2.4974, -4.4436, 4.1235], [-2.7310, -4.3761, 2.3781], [-4.3226, -2.7811, 3.4568], [-4.4919, -1.1743, 2.7811], [-3.7772, -2.4877, 1.8215], [-1.8262, -0.9048, 5.3613], [-3.4650, -0.4666, 4.8989], [-3.1190, -2.1039, 5.4178]], "atomic_forces_ev_per_a": [[-1.844, -3.072, -2.719], [1.082, 0.846, 0.725], [1.657, -0.311, 0.819], [-0.102, 1.904, 0.106], [1.088, 0.347, 0.259], [-0.873, 1.472, 1.771], [0.603, -0.162, -0.166], [-0.586, 0.131, 0.482], [-0.419, 0.505, -0.206], [-0.594, -0.243, -0.256], [0.100, -0.412, 0.609], [-0.372, 0.287, -0.206], [0.147, 0.253, -0.173], [-0.112, -0.081, -0.434], [-0.614, 0.127, 0.577], [0.231, -0.231, -0.482], [0.209, 0.196, -0.310], [0.579, -0.112, -0.018], [-0.254, 0.638, -0.243], [-0.104, -0.316, -0.227], [0.679, -0.318, -0.101], [0.238, -0.603, 0.415], [0.370, 0.596, -0.595], [-0.152, -0.131, -0.273], [0.007, -0.279, 0.075], [-0.443, 0.047, 0.237], [-0.996, -0.851, 0.018], [1.304, 0.378, 0.647], [0.324, -0.248, -0.019], [-0.033, 0.182, -0.080], [-0.357, 0.594, -0.414], [-0.073, 0.840, -0.182], [-0.192, 0.175, -0.101], [-0.113, -0.282, -0.092], [-0.041, 0.240, 0.479], [0.056, 0.102, 0.416], [-0.523, -0.121, -0.193], [-0.303, 0.039, 0.356], [0.856, 0.350, -0.160], [-0.826, -0.362, -0.607], [0.403, 0.272, 0.016], [0.493, -0.045, 0.138], [0.611, -0.230, 0.118], [-0.234, -0.069, 0.292], [-0.368, -0.443, 0.029], [-0.113, -0.645, -0.371], [1.754, -1.804, 1.285], [0.062, -0.204, 0.676], [-0.001, 0.348, -0.118], [0.373, 0.125, -0.476], [-0.173, -0.083, -0.341], [-0.844, -0.414, -0.493], [-0.022, 0.470, -0.084], [0.156, 0.115, 0.181], [0.284, 0.134, -0.136], [0.780, -0.109, -0.791], [-0.034, 0.183, 0.294], [-0.351, 0.566, -0.079], [-0.474, -0.121, -0.054], [-2.995, 0.751, 0.046], [-0.168, 0.951, -0.589], [0.478, -0.041, 0.197], [-0.069, -0.460, -0.142], [0.430, -0.382, -0.542], [-0.109, -0.275, -1.052], [0.291, -0.149, 0.348], [0.758, 0.310, 0.017], [0.012, 0.550, 0.049], [-0.501, -0.384, 0.818], [0.394, -0.011, -0.186], [0.014, -0.208, -0.148], [0.083, 0.134, 0.103], [0.399, 0.027, 0.502], [-0.485, 1.516, -0.267], [-0.273, -0.353, -0.005], [0.663, -0.592, -0.499], [-1.173, -1.765, 1.685], [-0.248, 0.987, 0.534], [1.184, -0.780, -0.968], [-0.467, -0.149, -0.248], [0.000, 0.091, 0.506], [-0.288, -0.228, -0.219], [-0.093, 0.068, -0.097], [0.089, 0.029, -0.027], [0.185, -0.158, -0.032], [-0.098, -0.156, 0.050], [-0.047, 0.100, -0.101], [-0.038, 0.026, 0.002], [0.069, 0.036, 0.005], [0.181, 0.155, 0.292], [0.124, 0.016, -0.042], [-0.176, 0.185, 0.026], [-0.029, 0.001, 0.163]], "s2": 8.77, "gap_ev": [7.75, 4.33], "total_charge": 2, "e_tot_ha": -2138.9434, "spin_multiplicity": 6, "e_above_lowest_ev": 0.0833}